The following is a quantum chemistry calculation of C24H24Cl5N2Rh as an isolated structure, from OMol25.

Each line ends with the Löwdin charge.
CARTESIAN COORDINATES (ANGSTROEM)
Cl: 1.1105 1.3646 3.8519  0.792
Rh: 0.0383 0.1412 0.4581  1.066
H: 4.5270 -4.5667 2.3420  0.081
Cl: -3.8400 0.3375 5.6396  0.892
H: -0.8637 -2.9814 0.5463  0.112
H: 1.5129 -6.9773 0.3754  0.096
H: 7.8667 1.9537 -0.9719  0.099
C: 4.2449 -0.3788 0.3676  0.079
Cl: -0.9051 1.1684 6.2357  0.798
C: 6.2767 1.1690 0.2539  -0.554
H: 6.9784 -0.8365 -0.2403  0.096
C: 2.9243 -3.0882 0.6707  0.069
H: 8.1427 0.1674 0.6128  0.099
C: -1.3941 0.7993 4.6507  -0.696
C: -0.8884 0.5322 2.2805  -0.238
C: 2.0873 -6.7835 1.2832  -0.052
C: -2.7305 0.4239 4.3821  -0.623
H: 2.6860 -7.6710 1.4836  0.098
H: 3.4239 -5.8960 -1.0005  0.099
H: 4.4853 -6.7814 0.0970  0.099
H: 6.8040 -0.5363 1.5087  0.091
C: 3.9691 -5.8342 -0.0573  -0.026
Cl: -2.5508 -0.2132 0.3905  0.766
C: 6.7899 1.8050 -1.0456  -0.027
H: 7.5075 2.4050 1.5297  0.100
C: 4.7926 0.8816 0.1253  -0.113
C: 0.8521 -4.2459 0.8035  0.037
H: 6.1030 1.7220 2.3599  0.094
H: 4.2572 2.8986 -0.4521  0.128
C: 2.5584 1.6360 -0.3238  -0.083
H: 4.8836 -1.2017 0.6488  0.108
C: 2.2433 -4.2943 0.8610  -0.119
C: -2.2206 0.1705 2.0521  -0.691
H: 4.0050 -3.0801 0.6584  0.118
H: 5.9052 3.0900 1.2505  0.085
H: 6.6004 1.1595 -1.9054  0.100
C: 6.4504 2.1619 1.4230  -0.022
C: 7.0871 -0.0925 0.5520  -0.052
H: 1.4059 -6.6525 2.1257  0.092
N: 0.8871 -1.8945 0.4573  -0.018
C: 3.9054 1.9000 -0.2367  0.027
C: -3.1619 0.1124 3.0450  -0.672
C: 0.2168 -3.0338 0.6038  -0.088
H: 4.7247 -5.0523 -0.1483  0.082
C: -0.4959 0.8688 3.5943  -0.688
C: 3.8142 -5.3887 2.4212  -0.026
H: 1.8609 2.4093 -0.6199  0.123
H: 0.2504 -5.1367 0.8994  0.118
C: 3.0140 -5.5779 1.1180  -0.555
H: 4.3707 -6.2995 2.6409  0.099
H: 3.1439 -5.1873 3.2587  0.096
Cl: -4.7685 -0.3107 2.7236  0.838
C: 2.8828 -0.5938 0.2555  -0.179
C: 2.2336 -1.9082 0.4760  -0.184
N: 2.0547 0.4176 -0.0773  -0.057
H: 6.3344 2.7760 -1.2407  0.084

For the largest force on an atom, the calculation gives 0.9 eV/Å. The total charge is +2. As for the electronic energy: -93860.8070 eV. Its HOMO-LUMO gap (spin up / spin down) is 8.65 / 4.90 eV. Its spin multiplicity is 5. As for the expectation value of S²: 6.027.

=====

The following is a quantum chemistry calculation of a 2-piece molecular cluster, C5H13O3 overall in a non-equilibrium geometry, from OMol25.

Each line ends with the Löwdin charge.
CARTESIAN COORDINATES (ANGSTROEM)
H: -1.5365 1.9647 -0.6982  0.101
H: -2.9020 0.7842 -0.4281  0.090
O: 1.3416 -1.2688 1.2692  -0.381
C: 1.2083 0.6510 -0.7031  -0.294
H: -0.4377 1.3441 1.3527  0.098
H: -1.8816 -0.9308 -1.1510  0.084
O: 2.4757 0.0572 -0.3531  -0.148
H: -2.1352 1.1967 1.7013  0.105
H: 1.5735 1.3507 -1.4914  0.103
H: -0.2200 -0.8552 1.1938  0.026
C: -1.2765 -0.0771 -1.4623  -0.177
O: -1.1411 -0.5323 1.4974  -0.116
H: 0.6313 -0.2540 -2.4628  0.092
C: -1.8230 0.9578 -0.3403  -0.188
H: 1.2392 -1.9502 1.9342  -0.063
C: 0.2652 -0.3267 -1.4299  -0.180
H: 0.8090 1.2525 0.0990  0.074
H: -1.6531 0.2105 -2.4438  0.079
C: -1.3271 0.7622 1.0690  -0.372
H: 0.4220 -1.3040 -0.9446  0.099
H: 2.2537 -0.3237 0.5199  -0.031

For the largest force on an atom, the calculation gives 3.0 eV/Å. The total charge is -1. As for the electronic energy: -11537.7637 eV. Its HOMO-LUMO gap is 8.12 eV.

=====

The following is a quantum chemistry calculation of C4H6O2 as an isolated structure in a non-equilibrium geometry, from OMol25.

Each line ends with the Löwdin charge.
CARTESIAN COORDINATES (ANGSTROEM)
O: 0.8852 0.6924 -1.0896  -0.026
H: -0.9104 1.4790 0.8675  0.112
H: -1.8608 0.0016 1.0331  0.126
H: -1.1035 0.9739 -1.5735  0.101
C: -0.8224 0.2173 -0.8562  0.005
C: -0.9298 0.4107 0.6133  -0.241
O: 1.3545 -0.6709 0.5955  -0.003
H: 2.6402 -0.4728 -0.9284  0.147
H: -0.0913 -1.2974 1.7975  0.085
C: 0.1690 -0.4174 1.2273  -0.137
H: -1.0349 -0.8090 -1.1834  0.117
C: 1.7042 -0.1074 -0.5031  -0.287

For the largest force on an atom, the calculation gives 1.1 eV/Å. As for the electronic energy: -8335.8146 eV. Its HOMO-LUMO gap (spin up / spin down) is 7.34 / 7.25 eV.

=====

The following is a quantum chemistry calculation of one molecule with the formula C31H49BO7S in a non-equilibrium geometry, from OMol25.

Each line ends with the Löwdin charge.
CARTESIAN COORDINATES (ANGSTROEM)
H: 8.6879 -4.2733 -0.3510  0.096
H: -3.4268 -0.1606 -4.4625  0.100
H: 5.4276 3.1159 2.7903  0.114
H: -4.8145 -4.3369 1.2342  0.129
C: -6.0494 0.8860 1.6733  -0.153
C: -0.3370 2.8482 -3.3405  -0.217
C: -4.2341 -1.1754 -1.4440  0.020
H: -7.9259 2.9409 1.2393  0.129
C: -2.9042 2.6108 -2.5296  -0.155
H: 7.8893 -3.4899 2.3585  0.061
H: -1.8136 -5.9218 2.0058  0.117
H: 7.7433 2.6517 1.7273  0.113
H: 6.2553 -3.7863 1.4846  0.072
H: 1.5403 1.6217 -2.8168  0.108
C: 8.6801 -2.0948 0.1309  -0.234
C: 7.8155 -0.4464 2.0268  -0.214
H: 6.8859 1.7485 0.3491  0.092
C: 7.7290 -0.8444 0.4697  -0.222
H: 5.7610 0.2521 2.5280  0.105
H: -3.0189 2.3895 -3.6433  0.110
C: -3.1460 -5.0844 -1.0966  -0.032
H: -0.5777 3.8689 -3.8314  0.122
H: 1.8529 3.0836 -3.8843  0.117
C: 1.2262 2.7212 -2.9821  -0.213
C: 2.9911 2.9119 -1.0179  -0.219
H: -2.2939 -1.3962 -3.5382  0.084
C: 6.8012 0.7371 2.4435  -0.210
C: -5.2046 0.5348 0.3666  -0.103
O: -4.1256 -3.0295 -3.1771  0.046
C: 7.3766 -4.0017 1.4758  -0.129
H: -7.7959 0.1367 0.4466  0.122
H: -0.5373 2.0719 -4.1775  0.102
H: -9.3107 1.8754 0.6707  0.117
H: 7.0694 -3.4552 -0.7261  0.105
C: -4.7993 -3.5740 0.3921  0.071
H: 3.1005 1.8087 -1.3111  0.101
H: -5.9187 2.0231 1.8445  0.111
O: -6.7154 -2.2725 1.2543  0.036
H: 6.6375 -1.0333 0.1463  0.120
O: -2.2733 -7.2622 0.0904  0.050
H: 4.5809 1.3153 0.3518  0.103
H: 7.6057 -5.1320 1.5259  0.073
H: -10.3693 0.0970 3.0386  0.105
H: 0.8929 3.7378 -0.9133  0.092
C: 6.8285 2.0095 1.4598  -0.221
H: 3.9501 3.4352 -1.3805  0.116
H: 9.5658 -2.1138 0.8660  0.114
H: 3.1484 4.0437 1.0098  0.113
C: -5.6491 -2.2137 0.5930  -0.253
C: -3.6646 1.4730 -1.7071  -0.122
C: -2.7202 -0.3294 -3.5787  -0.060
C: 4.2004 2.0605 1.1368  -0.223
C: -8.5162 1.9889 1.5042  -0.219
C: -4.5151 1.7051 -0.4250  0.044
C: -5.0545 -0.9241 -0.1173  -0.003
C: 7.9288 -3.5091 0.0300  -0.257
C: -4.1242 -2.6950 -1.9680  -0.240
H: -3.7047 -5.8073 -1.7784  0.130
H: -3.2165 3.6773 -2.2569  0.118
H: 9.1428 -1.8818 -0.9075  0.105
H: 7.0994 1.1214 3.4945  0.117
H: -7.9436 -0.1410 2.2516  0.104
H: -1.8287 0.3687 -3.7235  0.049
O: -2.2625 -5.2105 1.4813  0.103
H: 2.0168 2.4980 0.9414  0.109
C: 5.4711 2.8962 1.6558  -0.216
C: -4.0573 -3.8086 -0.7955  -0.106
S: -9.4257 2.1056 3.1126  0.721
H: -4.6131 2.7982 -0.0782  0.106
C: -7.6333 0.6449 1.4726  -0.218
O: -10.6953 2.8842 2.8414  -0.362
O: -8.5129 2.7594 4.1132  -0.334
H: -1.1684 1.3521 -1.8805  0.113
H: -1.3056 -7.3459 -0.0619  0.102
O: -9.8965 0.6203 3.7349  -0.193
C: -1.3217 2.4706 -2.1336  -0.206
C: 2.9887 2.9953 0.5862  -0.205
H: 8.0826 0.0534 -0.1646  0.099
H: 7.5046 -1.3804 2.6186  0.092
B: -2.5330 -5.8192 0.2120  -0.490
H: -2.2406 -4.6953 -1.7086  0.136
H: 2.0107 4.6213 -2.1027  0.109
H: 8.9038 -0.2201 2.2884  0.113
H: 3.8240 1.4434 2.0395  0.107
C: 1.6944 3.5951 -1.7136  -0.199
C: -3.5525 -0.0035 -2.2259  -0.081
H: 5.5905 3.8707 1.0516  0.110
H: -1.1387 3.0687 -1.1770  0.105
H: -5.6147 0.3202 2.5682  0.129

The SMILES is CCCCCCCCCCCCCCCCc1cc(CCCS(=O)(=O)O)c2c(c1C)C(=O)C(CB(O)O)=CC2=O. For the largest force on an atom, the calculation gives 5.7 eV/Å. As for the electronic energy: -58778.1818 eV. Its HOMO-LUMO gap is 7.79 eV.

=====

The following is a quantum chemistry calculation of a 7-piece molecular cluster, C28H66BrN3O21S6 overall, from OMol25.

Each line ends with the Löwdin charge.
CARTESIAN COORDINATES (ANGSTROEM)
C: -4.0419 0.8690 -6.3228  -0.072
C: 8.1292 4.6007 5.5864  -0.072
H: -2.4371 0.3728 -0.7623  0.068
H: -9.0665 -7.6134 -6.8626  0.114
C: 3.6003 9.6690 10.2173  -0.244
H: -5.4412 1.7528 2.8058  0.090
S: 4.9832 4.7445 4.7401  0.561
O: 5.7478 -1.7728 -1.0786  -0.279
C: 3.8038 1.8969 1.5451  -0.099
C: 2.6998 -2.7445 -1.2163  -0.066
C: 3.9373 10.3680 6.3918  -0.117
H: 7.0005 -2.9497 -3.3276  0.075
H: -5.2434 1.5548 1.0593  0.068
O: 6.0758 -4.0238 -0.1143  -0.275
H: 7.0937 3.8494 7.3211  0.121
H: 2.9919 4.8040 5.9843  0.080
O: -3.5755 -7.4980 -2.3451  -0.271
H: -4.0627 1.4296 -5.3900  0.070
H: -0.2053 -2.7645 1.9673  0.108
C: -4.1209 -0.6228 -6.0777  -0.246
C: 7.2327 -3.4603 -2.3973  -0.123
H: -1.2451 -1.8637 -2.4647  0.048
C: 6.9375 3.9430 6.2488  -0.246
H: 3.7145 6.4261 5.7707  0.052
H: 3.2085 -2.1375 -0.4674  0.068
N: -0.0982 -1.7664 1.8270  0.054
H: -4.3455 2.8292 1.9329  0.099
O: -8.0716 -6.7470 -8.4659  -0.262
H: -1.8153 -4.2794 -1.1352  0.106
C: -0.3336 0.1184 0.5803  -0.183
H: 2.5905 -2.1385 -2.1165  0.093
H: -0.5636 0.6010 -0.3674  0.140
H: -10.2764 -5.2042 -8.3334  0.085
H: -3.1206 1.1230 -6.8466  0.085
H: -5.3084 -5.6252 -3.5111  0.084
C: 3.4738 -4.0084 -1.5142  -0.241
C: 3.0578 1.4328 0.2870  -0.207
H: -0.6696 -1.7762 -4.1516  0.085
H: -1.8870 -3.0093 -3.6807  0.062
H: 4.5420 11.2568 6.5484  0.077
H: 3.4484 1.9131 -0.6146  0.110
H: -9.8505 -7.6856 -8.4380  0.122
H: 3.0618 10.4418 10.7612  0.122
C: -4.5616 -5.9527 -4.2284  -0.119
C: -3.5851 0.8941 2.3526  -0.523
Br: -2.5109 -2.1849 2.9962  0.786
C: -9.3037 -7.0371 -7.7574  -0.242
O: 3.8004 10.2427 8.9010  -0.264
C: -4.7269 1.8039 1.9822  0.004
H: 1.3396 2.5164 0.9891  0.111
H: -4.1550 -1.1689 -7.0177  0.121
C: -1.0176 -0.9706 2.6431  -0.529
H: 4.6868 9.0115 11.9365  0.082
H: 8.0087 4.6521 4.5058  0.071
H: 3.2953 2.7288 2.0410  0.057
H: -5.9137 -5.8585 -9.7505  0.076
H: 4.8287 2.1968 1.3177  0.075
H: -5.0062 -0.8941 -5.5014  0.114
O: -4.0110 -1.2656 -3.1999  -0.275
H: -2.0142 -6.0088 -0.8739  0.119
H: -0.2331 -6.4673 -2.5787  0.074
H: 5.4212 8.5127 10.4082  0.072
H: 2.9438 8.8028 10.1269  0.114
H: 2.8796 10.6104 6.3467  0.076
H: 9.0278 4.0237 5.8062  0.081
H: 5.5625 10.1870 10.9378  0.086
H: 3.6494 -4.5974 -0.6129  0.116
H: 0.3634 -5.3688 -1.3251  0.077
C: -1.3369 0.3330 1.7712  -0.394
H: -0.7463 2.2807 1.8171  0.084
H: -4.8918 1.1796 -6.9310  0.082
C: -1.5195 -1.9994 -3.5114  -0.113
C: -0.3484 -5.4752 -2.1450  -0.069
C: -5.6147 -6.3705 -8.8401  -0.116
H: -4.7080 -5.9263 -8.4349  0.077
C: -10.1043 -5.7943 -7.4337  -0.071
O: 5.7276 4.7298 6.1394  -0.260
H: -4.2357 -5.1284 -4.8578  0.076
C: -1.7522 -5.2540 -1.6161  -0.241
O: -0.3586 -2.1335 -0.4452  0.067
S: 5.9206 -3.1810 -1.2608  0.560
C: -0.2609 -1.3897 0.5116  -0.402
H: -4.9528 -6.7615 -4.8401  0.052
H: -0.2772 1.4436 3.1572  0.096
O: -7.0727 -4.7442 -7.4153  -0.274
H: 4.2539 9.8496 5.4891  0.078
H: -2.7323 2.0010 -0.0781  0.108
H: 3.2191 0.3568 0.1603  0.101
O: 0.9595 0.4989 1.0135  -0.100
O: 5.6069 8.9579 7.8129  -0.269
N: -1.0128 1.5633 2.4769  0.131
O: -2.3104 0.4707 -3.6592  -0.287
O: 5.6481 5.6434 3.8466  -0.276
C: 1.5463 1.6342 0.3665  -0.193
H: 3.8548 1.0873 2.2784  0.078
H: 6.7477 2.9464 5.8481  0.113
H: -5.4776 -7.4344 -9.0092  0.077
H: 1.7101 -2.9915 -0.8362  0.050
N: -2.7485 0.3880 1.3353  -0.044
H: -9.5906 -5.1629 -6.7110  0.072
C: 4.8989 9.3230 10.9135  -0.072
H: -0.1086 -4.7427 -2.9170  0.077
O: -2.9488 -1.1483 -5.4088  -0.263
H: 8.2603 5.6163 5.9592  0.085
O: -3.3740 0.6476 3.5173  0.014
O: 4.7474 -3.7545 -2.1610  -0.264
H: 8.1281 -3.0387 -1.9464  0.076
C: -2.9793 0.9349 -0.0069  -0.041
S: -2.8019 -0.8626 -3.8540  0.556
H: -11.0667 -6.0861 -7.0131  0.083
O: 3.2633 8.1861 7.6723  -0.283
H: 2.9381 -4.6364 -2.2234  0.116
O: -2.7382 -5.2131 -2.6710  -0.279
S: 4.2126 9.2596 7.7279  0.559
S: -3.1697 -6.5778 -3.3631  0.569
H: -4.0301 0.7996 -0.2583  0.087
O: -6.6177 -7.0012 -6.5099  -0.281
H: 1.1029 1.7815 -0.6234  0.123
O: -2.1628 -6.9702 -4.3032  -0.281
H: -0.6044 -0.6811 3.6058  0.101
S: -6.8693 -6.1434 -7.6301  0.562
H: 2.8701 5.6366 4.4082  0.078
H: 7.3451 -4.5298 -2.5486  0.075
C: 3.4864 5.4776 5.2905  -0.114
O: 4.7566 3.3915 4.3269  -0.280

The SMILES is CCCO[C@H]1C(=O)N[C@H](Br)[C@]1(N)N(C)C(C)=O.CCOS(C)(=O)=O.CCOS(C)(=O)=O.CCOS(C)(=O)=O.CCOS(C)(=O)=O.CCOS(C)(=O)=O.CCOS(C)(=O)=O. For the largest force on an atom, the calculation gives 0.8 eV/Å. As for the electronic energy: -212625.6896 eV. Its HOMO-LUMO gap is 9.75 eV.

=====

> The highest electronic energy belongs to which entry?

C4H6O2